Record 1
Here is a structure of composition C32H73Cl14N3 at a distorted geometry from OMol25. Energies are from ωB97M-V/def2-TZVPD.

Computed properties:
HOMO-LUMO gap ... 0.307 hartree
Energy ... -7868.99452 Eh
LUMO energy ... 0.098 eV
Relative energy (zero: lowest compared OMol25 entry of this formula, charge and spin) ... 0.000 eV

Geometry (Å):
Cl: 4.80554 4.64636 2.17731
Cl: 0.80554 0.77036 -1.62469
Cl: 2.18454 0.30536 5.45631
Cl: 1.82254 -0.52464 2.35731
Cl: 2.63654 -4.82864 0.85031
Cl: 1.36454 4.17736 -4.57569
Cl: 3.81854 1.54336 2.00531
Cl: -1.52446 0.40036 3.50531
Cl: 3.72654 0.68136 -5.34869
Cl: 5.00754 -1.36264 -1.52969
Cl: 4.03554 -5.28164 3.93631
Cl: -5.46446 -0.63864 2.39031
Cl: 2.40354 -2.18764 -3.35969
Cl: 2.87054 -2.77964 5.26131
N: -3.58146 -0.88464 -1.33369
N: -0.36746 3.07436 5.73631
N: -1.10346 -1.77764 -6.53869
C: 0.40254 2.30736 6.67931
C: -3.72446 -0.56464 2.30431
C: -2.26346 3.95336 7.04331
C: -1.94246 -0.95364 -7.41669
C: -6.02346 -1.55664 -1.83569
C: 0.23354 0.12336 -5.32769
C: 1.05754 0.44036 1.09331
C: 3.38154 -3.66464 1.76731
C: 4.20054 3.79436 3.61831
C: 4.51254 2.33836 3.45631
C: 5.06254 -1.55264 -3.31269
C: -4.53546 -1.81464 -2.09069
C: 2.62254 1.81236 -4.42669
C: 0.21654 3.42236 4.34431
C: 3.25454 -3.75364 3.21631
C: -0.86746 4.23136 6.43031
C: -3.27646 -1.12164 -7.21469
C: -1.64746 -2.36364 -1.82369
C: -1.62046 -3.06364 -6.19969
C: -0.91246 -1.02164 -5.24469
C: -3.20446 -0.00964 3.61031
C: -2.33046 -1.43264 -1.05669
C: -3.00946 1.57536 -1.23769
C: 0.13954 2.17436 3.46231
C: -3.39546 0.36236 -2.19469
C: 1.62554 -0.06464 -0.27069
C: 2.37354 3.10336 -5.43269
C: 0.99454 -2.24864 5.32031
C: 1.79854 2.45436 6.74631
C: -0.49846 -4.10964 -5.88169
C: 3.76754 -1.22064 -4.10669
C: 0.92654 -0.85064 4.80631
H: -1.82146 -0.57564 -4.82469
H: -3.45346 -0.16664 1.32031
H: -6.86646 -2.11864 -2.18369
H: -0.16646 -0.72664 4.99231
H: 0.34354 1.22736 6.15031
H: -1.09146 5.09736 5.67331
H: 2.23154 -3.75864 3.76431
H: 2.96954 -2.59764 1.38631
H: -3.58246 -0.30664 -6.41469
H: -1.92946 -1.37064 -8.30869
H: 2.00654 3.10036 7.72931
H: -3.72246 -1.79964 -6.63169
H: 1.24354 -0.44564 -5.60469
H: -6.19246 -0.66964 -2.48169
H: 0.27454 -3.60864 -5.18969
H: 0.54154 2.38336 2.38031
H: 3.42854 3.53736 -5.69269
H: 2.22754 1.55636 7.04231
H: 4.38554 -3.45164 1.46731
H: -2.59946 -2.10164 -0.14469
H: -1.47146 -0.07264 -7.68969
H: 0.10654 0.85536 -6.30769
H: 1.64554 1.42736 -4.18169
H: -4.45246 0.49536 -2.65069
H: -2.07446 1.21736 -0.61769
H: -3.08546 2.51936 -1.90169
H: -6.31546 -1.44564 -0.69669
H: 1.30754 1.48336 1.10731
H: -2.32746 -3.48364 -6.98169
H: -0.92146 1.73736 3.27331
H: 2.52754 3.03536 5.99031
H: 3.23754 3.94636 3.58131
H: 4.76554 4.30536 4.57431
H: 4.28054 1.55736 4.37331
H: 0.97554 -0.74064 3.84331
H: 1.24054 3.93136 4.42931
H: -3.81346 -0.76364 -8.07669
H: -4.44546 -2.97964 -1.83369
H: 0.29154 0.61336 -4.23769
H: -2.44846 4.68936 7.57831
H: -3.87546 1.85036 -0.45869
H: -2.06846 3.20836 7.80831
H: -3.10546 -0.86964 4.19931
H: 0.85654 1.40836 3.85331
H: -2.66546 0.03236 -2.95669
H: -0.14446 -4.50964 -6.89069
H: -0.45446 -1.64064 -4.43369
H: 0.01154 0.35736 1.35231
H: 5.43554 1.96336 3.23731
H: -0.95146 -1.78664 -2.39969
H: 1.82754 2.76536 -6.32069
H: 1.41754 -1.09664 -0.29669
H: -0.31346 2.10736 7.41831
H: -1.79546 -0.69364 -0.46569
H: 3.35654 2.30936 -3.71669
H: -3.02446 3.82336 6.35331
H: -0.00046 4.93536 7.07431
H: -3.77146 0.69536 3.99631
H: -0.29946 4.17536 3.82831
H: -3.39046 -1.65964 2.00031
H: -0.87046 -5.00564 -5.42969
H: 3.47354 -2.72864 3.74431
H: -2.17046 -2.89764 -2.62669
H: 2.59454 -0.01564 -0.39769
H: -2.33746 -2.91364 -5.25469
H: 3.61654 -0.23764 -3.64269
H: 3.71854 -1.31964 -5.23769
H: 0.56254 -3.13064 4.79831
H: 5.93154 -0.87964 -3.69569
H: -4.39246 -2.03164 -3.18469
H: 5.26654 -2.58164 -3.61269
H: 0.65454 -2.26664 6.40331
H: -1.10046 -2.95764 -1.24069

Atoms 1-3, force components in eV/Å:
0.291 0.459 -0.243
0.040 -0.081 0.290
-0.882 -3.211 -1.383



Record 2
Here is a structure of composition C32H75Cl2I3N6O10PS at a distorted geometry from OMol25. Energies are from ωB97M-V/def2-TZVPD.

Computed properties:
HOMO-LUMO gap ... 0.279 hartree
Energy ... -4897.77807 Eh
Net charge ... -1
LUMO energy ... 1.700 eV

Geometry (Å):
I: -2.67303 2.20619 -0.90375
I: 0.26286 -2.71898 1.96744
I: 0.88191 0.61433 -1.39748
Cl: 2.49492 5.83487 2.05169
Cl: 0.24863 0.05937 4.35325
S: 4.00287 1.05217 0.64023
P: 1.07610 1.68237 1.90071
O: 4.23137 -0.23126 1.42990
O: -4.18072 -2.76683 3.82634
O: -2.77331 2.29646 -8.69040
O: 0.20492 2.36623 0.51568
O: 6.67196 -2.76466 -3.91389
O: -5.62355 -6.28850 6.29987
O: -0.41491 1.54647 2.80650
O: -0.47846 1.07499 -4.96966
O: 5.38850 1.81700 0.66622
O: 9.05484 0.90736 -2.71369
N: 7.54081 -1.47507 -1.34990
N: -3.11839 0.30518 -6.47507
N: -5.59125 2.25688 1.91584
N: -4.48883 -5.72352 3.43258
N: -4.73302 2.71596 4.15312
N: -4.00149 4.07995 2.21207
C: 0.93976 4.75055 2.14599
C: -3.90329 1.52824 -6.67109
C: -1.62244 2.22456 2.26538
C: 6.17513 -1.51065 -1.88282
C: 8.71371 0.18551 -3.88987
C: 2.70957 2.24418 1.09723
C: 1.75371 0.55663 3.28851
C: 1.15170 3.36341 2.90046
C: 7.99759 1.01733 -1.75899
C: -0.06230 5.67441 3.12486
C: -2.75022 0.06428 -5.07596
C: 2.72832 1.11715 4.41176
C: 7.91436 -0.17445 -0.78425
C: -4.32206 2.68015 2.67231
C: 4.23977 1.59110 4.07781
C: -5.31054 -4.67687 2.81641
C: -1.25232 2.65601 0.73215
C: -4.49230 -3.39858 2.57896
C: 7.70776 -3.73714 -3.95710
C: -3.10600 1.59192 2.53291
C: -0.31404 1.91273 -6.10631
C: -0.46095 -0.82104 1.00441
C: -2.22971 1.38439 -9.63543
C: -4.03474 1.86853 -8.16335
C: -1.79568 1.07969 -4.41629
C: 5.92888 -2.79458 -2.68953
C: -6.25542 -6.62311 5.06290
C: -5.34370 -4.90433 6.46288
C: -1.16110 -1.47217 -0.37382
C: 0.81750 0.09811 0.78599
C: -5.26559 -6.87339 3.90748
C: -2.79233 -2.79467 4.12976
H: -2.46119 -3.81628 4.33613
H: -3.66313 -0.01752 -4.47423
H: 2.19441 3.52213 3.46045
H: -6.07509 -4.26574 5.95788
H: -4.72373 2.71378 -8.26958
H: -2.26456 0.36679 -7.02479
H: -5.81367 1.25328 2.10443
H: 8.19461 -1.69923 -2.09644
H: 7.65782 0.29277 -4.15696
H: -1.93508 0.45090 -9.14787
H: 2.15235 -0.49584 2.94297
H: -2.20457 -2.36662 3.31362
H: 4.36559 2.51895 3.37865
H: -3.98577 -5.32826 4.22360
H: -3.59401 -3.60430 1.98162
H: -4.90116 1.39144 -6.24293
H: 2.85248 0.24978 5.23011
H: -4.33423 -4.68168 6.11198
H: -1.41749 3.83810 0.78631
H: -3.75695 4.13064 1.19719
H: 0.01787 6.81889 2.89507
H: -0.96036 2.79534 -6.07445
H: 3.86548 0.67427 -0.73528
H: -1.67737 0.77622 -3.36947
H: 2.22993 1.99892 5.04918
H: 0.36671 5.49111 4.22307
H: -3.43592 0.78576 1.72574
H: -2.20892 2.09359 -4.38763
H: -1.65057 3.18333 2.97721
H: 8.90290 -0.30625 -0.32885
H: -5.37163 -4.67841 7.53286
H: -1.37241 -0.47206 1.62044
H: -4.78223 4.75685 2.45569
H: -1.33592 1.83962 -10.07242
H: -5.70819 3.12974 4.18016
H: -4.53843 -7.62186 4.24364
H: -1.16965 5.30196 3.12249
H: -6.78118 -7.56760 5.24579
H: 8.49681 -3.49498 -3.23969
H: 4.98012 0.73696 3.71249
H: 7.22460 0.07296 0.03134
H: 3.25882 3.15208 1.64615
H: -2.26717 -0.91949 -5.04693
H: 7.04219 1.23128 -2.24990
H: 8.97365 -0.86821 -3.77214
H: 0.38333 3.30649 3.81576
H: -5.10693 -2.69059 2.01203
H: -0.48901 1.34295 -7.02090
H: -1.82405 -0.71526 -0.96204
H: 7.31406 -4.73749 -3.75945
H: 8.23104 1.90591 -1.16078
H: 4.86924 -2.83632 -2.96496
H: -4.45776 1.02773 -8.72920
H: 0.72640 2.24984 -6.12904
H: -1.93506 -2.26680 0.07360
H: -0.41843 -2.10467 -1.01489
H: 2.36349 2.79047 0.08730
H: -3.04386 1.00500 3.55531
H: 6.14784 -3.68988 -2.09240
H: -5.70103 -5.03820 1.86000
H: 1.75239 -0.64384 0.83622
H: -2.62842 -2.19316 5.02885
H: -5.47984 2.45181 0.88952
H: 0.48785 4.81802 1.09264
H: -2.94329 1.18043 -10.43791
H: -7.03200 -5.89481 4.80586
H: 8.14253 -3.72677 -4.96105
H: -3.42913 2.38284 -6.17678
H: -4.12329 3.39735 4.68039
H: 4.71336 1.93685 5.12129
H: 9.31761 0.57782 -4.71331
H: -5.80275 -7.31716 3.06090
H: -6.15781 -4.41355 3.45853
H: 5.46119 -1.46230 -1.05473
H: 5.99080 -0.66058 -2.54834

Atoms 1-3, force components in eV/Å:
0.577 -0.143 0.593
-0.132 0.646 -0.183
0.657 -0.711 -0.150